Molecular formula: C26H36CaN9S4
Method: DFT, ωB97M-V/def2-TZVPD

- energy above the lowest of the compared OMol25 structures with the same formula, charge and spin (kJ/mol) = 0.0
- E_HOMO (eV) = -3.314
- total charge = -1

Structure (XYZ):
```
76
Properties=species:S:1:pos:R:3:mulliken_charge:R:1
Ca 0.51272 -0.59390 0.18543 1.441
N 2.80178 -1.41274 1.09986 -0.346
C 2.60425 -2.65046 1.85130 -0.583
C 1.71931 -2.38551 3.06182 -0.905
N 0.47292 -1.70759 2.70245 0.441
C -0.77410 -2.37196 3.05553 -0.198
C -1.34241 -3.12050 1.85981 -0.749
N -1.65899 -2.15745 0.80904 -0.242
H 3.14860 -1.58138 0.15674 0.207
H 3.43448 -0.77820 1.57308 0.137
H 3.54516 -3.10834 2.18620 0.463
H 2.10680 -3.35045 1.17745 0.072
H 2.27025 -1.76795 3.78167 0.340
H 1.50108 -3.33644 3.56016 0.362
H 0.50094 -0.76033 3.06136 -0.188
H -1.49363 -1.60636 3.36359 -0.264
H -0.64680 -3.05776 3.90495 0.345
H -2.20444 -3.72626 2.17133 0.495
H -0.58780 -3.80410 1.46404 0.210
H -2.53474 -1.68332 0.99225 0.191
H -1.68510 -2.60049 -0.10496 0.181
C -2.85847 0.76445 5.30310 -1.000
C -2.13613 2.05273 4.92834 -0.402
N -0.83060 1.82946 4.34464 -0.151
C -0.62277 1.52138 3.02817 -0.019
S 1.02039 1.50933 2.50744 -0.461
N -1.72887 1.28545 2.34955 -1.097
N -1.55245 0.92135 1.04812 1.315
C -2.61137 0.96870 0.31953 0.543
C -3.95111 1.41654 0.83469 -1.831
C -2.48381 0.55921 -1.10153 0.038
C -3.48175 0.84833 -2.03100 -1.149
C -3.31162 0.44937 -3.34803 -0.535
C -2.16288 -0.23131 -3.70534 -0.964
C -1.21090 -0.47574 -2.72359 -0.219
N -1.36628 -0.08452 -1.46238 1.015
H -3.82937 0.98762 5.75219 0.341
H -2.27201 0.18427 6.01760 0.324
H -3.01714 0.15729 4.41275 0.142
H -1.99115 2.66850 5.81905 0.438
H -2.74845 2.62428 4.22659 0.234
H -0.00529 2.12010 4.83650 0.244
H -4.00593 1.22333 1.90292 0.348
H -4.76495 0.90031 0.32597 0.519
H -4.08875 2.49282 0.69339 0.269
H -4.36924 1.38768 -1.73317 0.482
H -4.07460 0.67082 -4.08447 0.405
H -1.99124 -0.57020 -4.71735 0.474
H -0.28402 -0.99379 -2.94291 -0.051
S 0.53506 -3.25308 -1.03909 -0.381
C 1.42317 -3.26032 -2.55858 0.165
C 1.37955 -4.41778 -3.34871 -0.674
C 2.04884 -4.51794 -4.55646 -0.509
C 2.79360 -3.43610 -5.01247 -0.505
C 2.84760 -2.28225 -4.24903 -0.622
C 2.17973 -2.15929 -3.02216 -0.136
S 2.30201 -0.62892 -2.15664 -0.339
H 0.79610 -5.25352 -2.98081 0.352
H 1.98888 -5.43296 -5.13534 0.323
H 3.32732 -3.48841 -5.95502 0.324
H 3.42197 -1.43018 -4.59334 0.355
N 3.43093 5.44144 -3.30654 -0.364
C 2.36238 5.59206 -2.50835 -0.047
S 1.61030 7.04113 -2.29477 -0.378
C 1.92206 4.33225 -1.84646 0.883
C 0.57462 4.05573 -1.66868 -0.900
C 0.21759 2.83600 -1.11754 -0.402
N 1.09713 1.91365 -0.73882 0.609
C 2.38782 2.20254 -0.87179 -0.494
C 2.84816 3.38698 -1.42022 -0.993
H 3.77154 6.24079 -3.81217 0.214
H 3.77592 4.52399 -3.53453 0.228
H -0.17479 4.77451 -1.96815 0.409
H -0.82586 2.58670 -0.97534 0.264
H 3.08623 1.43994 -0.54950 0.504
H 3.91264 3.56677 -1.49330 0.451
```

***

Molecular formula: C2H8N2
Method: DFT, ωB97M-V/def2-TZVPD

- energy above the lowest of the compared OMol25 structures with the same formula, charge and spin (kJ/mol) = 142.3
- E_HOMO (eV) = -9.050

Structure (XYZ):
```
12
Properties=species:S:1:pos:R:3:mulliken_charge:R:1
H 1.50022 -2.55940 3.82087 0.273
N 1.80222 -3.46649 3.34958 -0.619
C 2.19621 -3.33205 2.13523 0.132
N 2.79751 -4.09216 1.14871 -0.461
H 1.91390 -2.41556 1.61835 0.220
H 3.63232 -4.47038 1.57919 0.223
H 2.65481 -4.10667 0.13565 0.233
C -3.32061 4.90603 -2.72300 -0.831
H -4.41031 4.90491 -3.11507 0.199
H -2.73159 4.42154 -3.59861 0.198
H -2.99800 5.89134 -2.57246 0.233
H -3.03670 4.31889 -1.77845 0.201
```

***

Molecular formula: C6H10N2O2
Method: DFT, ωB97M-V/def2-TZVPD

- energy above the lowest of the compared OMol25 structures with the same formula, charge and spin (kJ/mol) = 455.1
- E_HOMO (eV) = -8.658

Structure (XYZ):
```
20
Properties=species:S:1:pos:R:3:mulliken_charge:R:1
C 2.67262 0.15084 -0.37652 -0.916
N 1.25014 0.22020 -0.64998 0.062
O 0.93480 -0.18547 -1.97686 -0.436
C 0.13412 1.04311 0.25366 0.129
O 0.47663 1.92773 0.98493 -0.497
C -0.87359 -0.05059 0.36746 2.004
C -1.90432 -0.05157 -0.76922 -1.494
C -1.56184 -0.04144 1.73720 -1.681
C 0.06940 -1.27857 0.21600 -0.036
N 0.34943 -2.38479 0.50181 -0.683
H 3.25106 -0.23647 -1.21718 0.299
H 2.84848 -0.53740 0.45409 0.303
H 3.05410 1.13784 -0.10589 0.323
H 1.02541 0.63144 -2.49697 0.338
H -2.57462 -0.90611 -0.63332 0.362
H -1.45699 -0.15515 -1.75840 0.335
H -2.49322 0.87044 -0.76023 0.409
H -2.07808 -0.99846 1.86607 0.420
H -2.28023 0.78072 1.80804 0.396
H -0.84329 0.06369 2.55533 0.363
```

***

Molecular formula: C4H10FN
Method: DFT, ωB97M-V/def2-TZVPD

- energy above the lowest of the compared OMol25 structures with the same formula, charge and spin (kJ/mol) = 623.9
- E_HOMO (alpha / beta) (eV) = -9.782 / -9.732

Structure (XYZ):
```
16
Properties=species:S:1:pos:R:3:mulliken_charge:R:1
C -0.11107 -0.87373 1.27108 -1.590
C 1.22685 -0.31958 -0.93610 -1.280
C -0.02189 1.45747 0.45915 -1.381
C -0.04670 -0.01274 -0.00770 1.696
N -1.13033 -0.01188 -0.97299 -0.508
F -2.38209 0.10078 -0.31262 -0.183
H -0.12726 -1.90420 0.97684 0.450
H 0.81284 -0.52134 1.81318 0.383
H -0.95303 -0.68019 1.86310 0.411
H 0.78886 -0.41965 -1.93640 0.382
H 1.88352 -1.09492 -0.57596 0.349
H 1.76199 0.68191 -0.99398 0.225
H 0.97903 1.84873 0.14116 0.241
H -0.81574 1.99764 -0.05066 0.385
H -0.25055 1.46014 1.44884 0.368
H -1.61442 -1.70843 -2.18693 0.052
```

***

Molecular formula: C4H2S4
Method: DFT, ωB97M-V/def2-TZVPD

- energy above the lowest of the compared OMol25 structures with the same formula, charge and spin (kJ/mol) = 0.0
- E_HOMO (eV) = -7.822

Structure (XYZ):
```
10
Properties=species:S:1:pos:R:3:mulliken_charge:R:1
C 0.64841 1.72802 0.11292 -0.407
C 0.11595 0.96899 -0.90474 -0.620
C -0.26291 -0.30225 -0.41757 0.373
C -0.21037 -0.42915 0.94742 0.212
S 0.53125 0.97993 1.69172 -0.071
S -0.63470 -2.04370 1.69424 -0.077
S -0.32479 -3.07006 -0.00159 -0.059
S -0.91902 -1.61037 -1.35133 -0.137
H 1.07158 2.66132 0.21021 0.447
H -0.01540 1.11726 -1.98128 0.340
```

***

Molecular formula: C5H11FO3S2
Method: DFT, ωB97M-V/def2-TZVPD

- energy above the lowest of the compared OMol25 structures with the same formula, charge and spin (kJ/mol) = 64.8
- E_HOMO (eV) = -8.180

Structure (XYZ):
```
22
Properties=species:S:1:pos:R:3:mulliken_charge:R:1
C -1.78000 0.10986 0.01730 -0.490
C -2.75933 -0.13293 -0.89221 -0.449
S -3.30216 -1.76900 -1.27634 1.084
O -4.29038 -2.23514 -0.34030 -0.558
O -2.20438 -2.62071 -1.58128 -0.534
F -4.11023 -1.47987 -2.63667 -0.253
H -1.44025 1.14972 0.16703 0.244
H -1.42271 -0.67339 0.71216 0.437
H -3.34993 0.58270 -1.50440 0.366
C 0.35896 -0.05504 -0.35228 -1.199
S 1.65165 0.02426 0.72609 1.194
C 3.42928 0.27182 0.27200 -1.055
C 1.37280 1.63329 1.47154 -1.084
O 1.66298 -1.06353 1.73299 -0.674
H 0.64516 0.55610 -1.26009 0.367
H 0.18062 -1.08006 -0.69247 0.450
H 3.57473 1.13181 -0.39685 0.355
H 3.97000 0.48483 1.21135 0.361
H 3.90030 -0.62113 -0.17002 0.334
H 1.54979 2.39447 0.70488 0.383
H 0.32107 1.62029 1.76247 0.301
H 2.04202 1.77166 2.32510 0.420
```

***

Molecular formula: C3H4O3Pr
Method: DFT, ωB97M-V/def2-TZVPD

- energy above the lowest of the compared OMol25 structures with the same formula, charge and spin (kJ/mol) = 542.2
- multiplicity = 4
- E_HOMO (alpha / beta) (eV) = -16.383 / -17.362
- total charge = +2

Structure (XYZ):
```
11
Properties=species:S:1:pos:R:3:mulliken_charge:R:1
C 1.60565 0.61940 -0.57851 -0.199
C 1.20508 0.57450 0.75529 -0.110
O -0.01002 -0.10359 0.94098 -0.026
C -0.73400 -0.07362 2.04772 -0.063
O -1.87554 -0.60780 1.59338 -0.310
Pr -1.84962 -0.71384 -0.69629 2.007
H 2.23003 1.46903 -0.86444 0.350
H 1.98503 -0.33621 -0.97329 0.288
H -2.53562 -0.77745 2.28021 0.422
O -0.21868 0.16790 -1.86646 -0.719
H 0.19770 -0.21833 -2.63861 0.360
```

***

Molecular formula: C6H18N2O
Method: DFT, ωB97M-V/def2-TZVPD

- energy above the lowest of the compared OMol25 structures with the same formula, charge and spin (kJ/mol) = 269.6
- E_HOMO (eV) = -8.331

Structure (XYZ):
```
27
Properties=species:S:1:pos:R:3:mulliken_charge:R:1
C 1.12622 0.66234 -0.53683 1.412
C -0.75948 0.94208 -0.62666 -1.290
C 1.55186 1.56995 0.61528 -1.378
C 1.60323 1.16231 -1.89221 -1.612
C -1.50257 0.02886 -1.60405 -0.799
O 1.44914 -0.61941 -0.34638 -0.762
H 0.75178 -1.10647 0.53648 0.612
H -1.32359 1.13582 0.29585 0.558
H -0.69224 1.94467 -1.04860 0.569
H 2.69019 1.05908 -1.93420 0.430
H 2.64403 1.61027 0.64746 0.419
H 1.16661 2.58105 0.49616 0.316
H 1.21473 1.16478 1.56824 0.119
H 1.33440 2.20369 -2.05841 0.350
H 1.18616 0.54882 -2.68754 0.341
H -2.20101 0.57834 -2.23910 0.318
H -0.78815 -0.49752 -2.23954 0.235
H -2.08593 -0.73957 -1.09255 0.241
C -1.07905 -2.52612 1.03265 -0.897
N -0.37406 -1.27167 1.28627 0.221
N -0.54214 -0.84143 2.64292 -0.684
H -0.72737 -0.49361 0.63418 -0.256
H 0.33759 -0.45865 2.97322 0.262
H -1.24637 -0.10634 2.68112 0.276
H -2.15982 -2.40188 1.14170 0.290
H -0.83804 -2.84472 0.01994 0.363
H -0.73611 -3.28466 1.73461 0.347
```